Entry from the Open Molecules 2025 dataset: the molecule C4H6N2O3 at a distorted geometry (wB97M-V/def2-TZVPD).

Properties
maximum force	6.8	eV/A
total charge	0
E	-13364.5210	eV
frontier orbital gap	10.31	eV
ΔE to the lowest compared entry with this formula, charge and spin	430.1	kJ/mol
SMILES	CN(C=O)N(C=O)C=O

Bonds (Å) are listed after each position.
CARTESIAN COORDINATES (ANGSTROEM)
1 C -0.77 1.43 0.26  N2 1.510, H10 1.100, H11 1.103, H12 1.219
2 N -0.58 0.01 -0.22  C1 1.510, C3 1.374, N5 1.386
3 C -1.64 -0.87 -0.27  N2 1.374, O4 1.248, H13 1.262
4 O -1.35 -2.09 -0.35  C3 1.248
5 N 0.72 -0.46 -0.19  N2 1.386, C6 1.353, C8 1.348
6 C 1.08 -0.78 1.08  N5 1.353, O7 1.242, H14 1.204
7 O 2.21 -0.73 1.60  C6 1.242
8 C 1.64 -0.33 -1.16  N5 1.348, O9 1.276, H15 1.174
9 O 2.92 -0.36 -1.16  C8 1.276
10 H -0.09 1.71 1.07  C1 1.100
11 H -0.72 1.96 -0.71  C1 1.103
12 H -1.93 1.78 0.41  C1 1.219
13 H -2.73 -0.32 0.04  C3 1.262
14 H 0.11 -0.87 1.78  C6 1.204
15 H 1.13 -0.09 -2.18  C8 1.174